{"formula": "C21H23N9O7RhSi", "method": "the ωB97M-V functional and the def2-TZVPD basis", "orbital_gap_ev": 6.7, "de_lowest_kcal_mol": 13.4, "total_charge": 1, "e_lumo_ev": -4.066, "species": ["Rh", "N", "C", "C", "N", "C", "C", "N", "C", "C", "N", "H", "H", "H", "H", "H", "H", "C", "C", "C", "C", "C", "C", "N", "N", "Si", "C", "C", "C", "H", "H", "H", "H", "H", "H", "H", "H", "H", "H", "H", "H", "H", "H", "H", "O", "N", "O", "C", "C", "C", "C", "O", "C", "C", "N", "O", "O", "N", "O", "O", "H", "H"], "xyz": [[0.392, -0.167, 0.059], [-0.135, 0.024, 4.059], [-0.330, -1.342, 4.062], [-0.016, -1.771, 2.811], [0.372, -0.683, 2.062], [0.272, 0.372, 2.829], [0.503, 1.654, 2.219], [0.882, 1.709, 0.952], [0.836, 3.035, 0.590], [0.459, 3.776, 1.663], [0.265, 2.884, 2.694], [-0.329, 0.644, 4.827], [-0.659, -1.878, 4.935], [-0.037, -2.767, 2.404], [1.094, 3.363, -0.404], [0.324, 4.836, 1.785], [-0.154, 3.113, 3.580], [-0.941, 1.476, -3.124], [0.526, 1.320, -2.845], [1.509, 1.915, -3.607], [2.862, 1.709, -3.290], [3.238, 0.882, -2.256], [2.200, 0.280, -1.541], [0.893, 0.533, -1.819], [2.257, -0.524, -0.451], [3.516, -1.705, -0.080], [4.862, -0.841, 0.863], [4.148, -2.394, -1.681], [2.656, -2.994, 0.950], [-1.125, 1.509, -4.196], [-1.322, 2.403, -2.688], [-1.497, 0.644, -2.694], [1.224, 2.540, -4.442], [3.624, 2.216, -3.870], [4.272, 0.728, -1.980], [5.358, -0.081, 0.253], [5.628, -1.555, 1.185], [4.460, -0.355, 1.756], [4.733, -1.667, -2.248], [3.324, -2.736, -2.313], [4.797, -3.253, -1.487], [2.664, -2.729, 2.011], [3.144, -3.967, 0.849], [1.620, -3.108, 0.617], [-7.496, -0.192, -0.795], [-6.614, -0.955, -1.129], [-6.753, -1.936, -1.828], [-5.257, -0.658, -0.640], [-4.211, -1.422, -1.067], [-2.928, -1.112, -0.636], [-2.659, 0.012, 0.199], [-1.509, 0.465, 0.403], [-3.824, 0.662, 0.718], [-5.077, 0.381, 0.268], [-3.706, 1.672, 1.785], [-4.617, 2.454, 1.919], [-2.739, 1.615, 2.526], [-1.862, -1.980, -1.095], [-0.683, -1.873, -0.676], [-2.131, -2.869, -1.851], [-4.377, -2.257, -1.731], [-5.925, 0.945, 0.632]]}

{"formula": "C4H30N2O11S", "method": "the ωB97M-V functional and the def2-TZVPD basis", "orbital_gap_ev": 9.4, "de_lowest_kcal_mol": 12.9, "total_charge": 0, "smiles": "NCNC(=O)CCS.O.O.O.O.O.O.O.O.O.O", "e_lumo_ev": 0.156, "species": ["O", "C", "N", "C", "N", "C", "C", "S", "H", "H", "H", "H", "H", "H", "H", "H", "H", "H", "H", "H", "O", "H", "H", "O", "H", "H", "O", "H", "H", "O", "H", "H", "O", "H", "H", "O", "H", "H", "O", "H", "H", "O", "H", "H", "O", "H", "H", "O"], "xyz": [[0.652, 0.993, -1.626], [0.156, -0.107, -1.347], [-0.686, -0.242, -0.282], [-1.174, -1.376, 0.467], [-2.591, -1.722, 0.175], [0.468, -1.304, -2.214], [1.575, -2.235, -1.749], [3.109, -1.334, -1.607], [-0.811, 0.701, 0.117], [-0.559, -2.299, 0.424], [-1.109, -0.929, 1.482], [-2.514, -2.083, -0.771], [-3.230, -0.979, 0.155], [-0.408, -1.872, -2.537], [0.738, -0.860, -3.177], [1.680, -3.109, -2.445], [1.194, -2.647, -0.726], [3.146, -0.599, -2.797], [2.612, 2.061, 1.680], [2.987, 0.604, 1.822], [2.989, 1.446, 2.295], [-3.180, -1.372, -2.907], [-2.490, -0.030, -2.655], [-2.270, -1.008, -2.701], [0.304, 3.613, -3.016], [1.412, 2.863, -2.702], [1.221, 3.731, -3.029], [-0.676, -1.248, 3.410], [0.603, -0.597, 4.001], [0.205, -1.430, 3.752], [0.800, 3.618, -0.540], [0.624, 2.130, -0.377], [0.573, 2.956, 0.132], [-3.617, 2.104, -2.467], [-3.571, 1.441, -1.128], [-3.894, 1.290, -2.020], [1.857, 1.229, 3.370], [1.255, 1.592, 4.837], [1.132, 1.118, 4.031], [-0.333, 2.479, 1.794], [-0.517, 1.534, 3.033], [-0.945, 1.837, 2.215], [-2.609, 1.791, 1.330], [-3.816, 0.983, 1.445], [-3.252, 1.353, 0.774], [1.391, -4.504, 2.150], [0.472, -3.855, 3.211], [0.487, -4.487, 2.486]]}

{"formula": "CH2N3O", "method": "the ωB97M-V functional and the def2-TZVPD basis", "orbital_gap_ev": 9.0, "de_lowest_kcal_mol": 31.6, "total_charge": -1, "e_lumo_ev": 4.619, "species": ["C", "N", "N", "N", "O", "H", "H"], "xyz": [[-0.689, 0.615, -1.584], [-0.737, 0.417, -2.736], [-0.185, 0.585, 0.899], [0.401, -0.447, 1.171], [1.526, -0.795, 0.752], [-0.208, 0.728, -0.334], [-0.109, -1.103, 1.831]]}

{"formula": "C27H48ClLuOP", "method": "the ωB97M-V functional and the def2-TZVPD basis", "orbital_gap_ev": 3.9, "total_charge": -1, "e_lumo_ev": 2.464, "species": ["Lu", "Cl", "P", "C", "H", "H", "C", "C", "C", "H", "C", "H", "H", "C", "H", "H", "C", "H", "H", "C", "H", "H", "H", "H", "C", "C", "H", "C", "H", "H", "C", "H", "H", "C", "H", "H", "C", "H", "H", "H", "H", "C", "H", "C", "H", "H", "C", "H", "H", "C", "H", "H", "C", "H", "H", "H", "H", "C", "C", "H", "C", "H", "C", "H", "H", "C", "H", "H", "C", "H", "H", "H", "H", "C", "C", "O", "H", "H", "H"], "xyz": [[-2.700, 0.841, 1.379], [-1.341, -0.325, 3.194], [0.026, -0.740, -0.070], [-4.837, 1.101, 0.986], [-4.964, 2.037, 0.237], [-5.420, 1.637, 1.922], [1.220, -0.035, -1.367], [-0.836, -2.190, -0.897], [0.475, 0.421, -2.631], [1.557, 0.875, -0.834], [1.374, 1.306, -3.505], [0.163, -0.458, -3.215], [-0.439, 0.962, -2.352], [2.718, 0.642, -3.840], [0.842, 1.555, -4.431], [1.557, 2.252, -2.976], [3.414, 0.035, -2.617], [2.553, -0.145, -4.588], [3.382, 1.380, -4.305], [2.478, -0.826, -1.754], [4.271, -0.571, -2.937], [3.814, 0.846, -1.992], [2.194, -1.725, -2.320], [3.023, -1.169, -0.866], [1.169, -1.539, 1.208], [-0.072, -2.958, -1.975], [-1.015, -2.866, -0.041], [-0.891, -4.164, -2.453], [0.126, -2.297, -2.830], [0.901, -3.307, -1.603], [-2.288, -3.776, -2.955], [-0.340, -4.681, -3.247], [-0.990, -4.867, -1.614], [-3.047, -2.881, -1.973], [-2.195, -3.254, -3.916], [-2.873, -4.683, -3.141], [-2.202, -1.720, -1.426], [-3.948, -2.476, -2.450], [-3.384, -3.491, -1.125], [-2.061, -0.946, -2.196], [-2.756, -1.238, -0.606], [2.225, -0.542, 1.716], [0.435, -1.664, 2.024], [2.925, -1.078, 2.974], [2.982, -0.356, 0.939], [1.750, 0.421, 1.946], [3.495, -2.488, 2.781], [3.726, -0.390, 3.267], [2.192, -1.089, 3.792], [2.490, -3.465, 2.160], [4.387, -2.431, 2.142], [3.830, -2.880, 3.748], [1.789, -2.908, 0.911], [2.994, -4.405, 1.905], [1.719, -3.705, 2.904], [2.524, -2.825, 0.095], [1.021, -3.620, 0.581], [-0.970, 2.865, 1.275], [-2.206, 2.874, 1.783], [-0.219, 2.041, 1.530], [-2.569, 2.688, 3.258], [-3.197, 3.139, 1.164], [-1.842, 3.865, 3.971], [-3.675, 2.733, 3.307], [-2.306, 1.717, 3.795], [-0.417, 4.007, 3.388], [-2.430, 4.769, 3.742], [-1.837, 3.737, 5.062], [-0.387, 4.185, 1.861], [0.118, 4.837, 3.851], [0.106, 3.068, 3.617], [-1.086, 5.002, 1.531], [0.635, 4.318, 1.425], [-1.005, 3.903, -1.180], [-1.199, 2.771, -0.299], [-1.837, 1.682, -0.656], [-1.091, 3.644, -2.254], [0.011, 4.298, -0.974], [-1.738, 4.717, -0.957]]}

{"formula": "C37H30CoN2O2P2S2", "method": "the ωB97M-V functional and the def2-TZVPD basis", "multiplicity": 2, "orbital_gap_ev": [7.1, 7.1], "s2": 0.7657, "de_lowest_kcal_mol": 11.5, "total_charge": 0, "e_lumo_ev": [-0.171, -0.150], "species": ["Co", "C", "P", "C", "C", "C", "C", "C", "C", "C", "C", "C", "C", "C", "C", "C", "C", "C", "C", "C", "P", "C", "C", "C", "C", "C", "C", "C", "C", "C", "C", "C", "C", "N", "H", "H", "H", "H", "H", "H", "H", "H", "H", "H", "H", "H", "H", "H", "H", "H", "H", "H", "H", "H", "H", "H", "H", "H", "H", "H", "O", "S", "O", "N", "C", "S", "C", "C", "C", "C", "C", "C", "H", "H", "H", "H"], "xyz": [[-0.181, 1.208, -0.429], [-2.628, 0.898, 1.591], [-2.363, 0.713, -0.210], [-2.587, -1.065, -0.527], [-3.768, -1.730, -0.198], [-3.899, -3.086, -0.442], [-2.851, -3.793, -1.024], [-1.678, -3.140, -1.365], [-1.550, -1.778, -1.119], [-3.740, 1.482, -1.093], [-3.875, 1.205, -2.453], [-4.887, 1.795, -3.190], [-5.772, 2.674, -2.577], [-5.638, 2.960, -1.227], [-4.624, 2.369, -0.486], [-1.282, 0.659, 2.207], [-0.881, 0.351, 3.487], [0.535, 0.475, 3.514], [0.920, 0.860, 2.250], [2.248, 1.177, 1.638], [2.015, 0.792, -0.136], [3.423, 1.463, -1.051], [3.350, 1.539, -2.442], [4.418, 2.041, -3.171], [5.558, 2.487, -2.517], [5.634, 2.421, -1.133], [4.574, 1.904, -0.402], [2.212, -1.023, -0.227], [3.097, -1.621, -1.123], [3.200, -3.003, -1.194], [2.426, -3.803, -0.367], [1.542, -3.215, 0.528], [1.425, -1.835, 0.596], [-0.181, 0.943, 1.442], [-3.407, 0.233, 1.964], [-2.933, 1.932, 1.779], [-4.591, -1.181, 0.244], [-4.817, -3.596, -0.182], [-2.956, -4.853, -1.215], [-0.859, -3.683, -1.818], [-0.633, -1.270, -1.397], [-3.181, 0.528, -2.936], [-4.983, 1.575, -4.245], [-6.561, 3.139, -3.154], [-6.319, 3.650, -0.747], [-4.525, 2.616, 0.562], [-1.526, 0.113, 4.318], [1.183, 0.329, 4.364], [3.067, 0.609, 2.082], [2.478, 2.246, 1.713], [2.445, 1.224, -2.948], [4.354, 2.093, -4.250], [6.388, 2.886, -3.086], [6.522, 2.766, -0.620], [4.647, 1.850, 0.676], [3.718, -1.010, -1.765], [3.893, -3.452, -1.894], [2.510, -4.881, -0.419], [0.929, -3.830, 1.174], [0.719, -1.396, 1.289], [0.040, 4.099, 1.801], [-0.398, 4.684, 0.570], [-1.368, 5.735, 0.593], [-0.927, 3.464, -0.451], [-0.150, 3.350, -1.494], [-0.293, 2.034, -2.600], [0.977, 4.329, -1.552], [1.939, 4.481, -2.533], [2.918, 5.449, -2.347], [2.924, 6.250, -1.208], [1.946, 6.109, -0.229], [0.987, 5.140, -0.433], [1.920, 3.854, -3.413], [3.687, 5.583, -3.097], [3.698, 6.996, -1.084], [1.939, 6.731, 0.655]]}

{"formula": "C5H14N2O2", "method": "the ωB97M-V functional and the def2-TZVPD basis", "orbital_gap_ev": 9.5, "de_lowest_kcal_mol": 76.5, "total_charge": 0, "smiles": "CCN(C=O)CCN.O", "e_lumo_ev": 0.722, "species": ["C", "N", "C", "C", "C", "C", "N", "O", "H", "H", "H", "H", "H", "H", "H", "H", "H", "H", "H", "H", "H", "H", "O"], "xyz": [[0.437, -2.238, 0.736], [0.492, -0.926, 0.295], [1.352, -0.489, -0.735], [1.105, -1.080, -2.125], [0.005, 0.146, 1.152], [-1.474, 0.507, 0.520], [-2.610, 0.377, 1.460], [0.253, -2.425, 1.932], [0.451, -3.039, -0.014], [2.406, -0.651, -0.535], [1.400, 0.684, -0.862], [-0.003, -1.242, -2.212], [1.749, -1.971, -2.381], [1.340, -0.174, -2.769], [-0.162, -0.304, 2.057], [0.626, 1.004, 1.379], [-1.418, 1.663, 0.287], [-1.659, -0.126, -0.304], [-2.550, -0.208, 2.207], [-3.473, -0.008, 1.064], [0.922, 2.871, 0.056], [0.051, 4.111, -0.588], [0.760, 3.520, -0.618]]}

{"formula": "C16H30HfN2OP2", "method": "the ωB97M-V functional and the def2-TZVPD basis", "orbital_gap_ev": 5.0, "total_charge": 0, "e_lumo_ev": -1.175, "species": ["Hf", "P", "P", "N", "H", "C", "H", "H", "H", "C", "H", "H", "H", "C", "H", "H", "H", "C", "H", "H", "H", "C", "H", "H", "H", "C", "H", "H", "H", "C", "C", "C", "C", "C", "C", "H", "H", "H", "H", "H", "C", "O", "C", "H", "H", "H", "C", "H", "H", "H", "N", "C"], "xyz": [[0.169, -0.162, 0.067], [2.689, 0.165, -0.063], [-2.516, 0.369, 0.421], [-0.369, 0.405, -1.728], [1.298, 1.206, -0.321], [3.390, -1.396, -0.769], [4.484, -1.390, -0.609], [3.180, -1.453, -1.846], [2.976, -2.300, -0.294], [3.550, 0.114, 1.537], [4.625, 0.166, 1.317], [3.353, -0.812, 2.096], [3.250, 0.945, 2.184], [3.564, 1.426, -1.042], [4.648, 1.247, -1.029], [3.307, 2.415, -0.644], [3.167, 1.382, -2.063], [-3.661, -0.829, -0.335], [-4.704, -0.555, -0.138], [-3.473, -1.830, 0.066], [-3.499, -0.867, -1.416], [-3.208, 0.524, 2.095], [-4.269, 0.798, 2.049], [-2.648, 1.285, 2.646], [-3.108, -0.425, 2.632], [-3.052, 1.936, -0.336], [-4.143, 2.034, -0.305], [-2.715, 1.988, -1.373], [-2.600, 2.773, 0.204], [-0.225, 1.318, -2.699], [-0.007, 1.904, -5.056], [-0.075, 0.938, -4.067], [-0.104, 2.713, -2.389], [-0.032, 3.656, -3.398], [-0.017, 3.269, -4.740], [0.043, 1.591, -6.098], [-0.033, -0.133, -4.273], [-0.059, 2.984, -1.331], [0.002, 4.707, -3.127], [0.018, 4.026, -5.520], [-0.335, -3.127, 1.568], [-0.264, -2.126, 0.740], [0.486, -4.322, 1.261], [1.152, -4.560, 2.101], [1.144, -4.149, 0.397], [-0.149, -5.193, 1.059], [-1.050, -2.932, 2.850], [-2.054, -3.374, 2.793], [-1.140, -1.868, 3.112], [-0.506, -3.396, 3.679], [-0.073, 1.841, 2.919], [0.104, 1.184, 1.959]]}

{"formula": "C22H29AsMnN3O15P3S", "method": "the ωB97M-V functional and the def2-TZVPD basis", "multiplicity": 2, "orbital_gap_ev": [5.2, 6.1], "s2": 0.7723, "de_lowest_kcal_mol": 0.0, "total_charge": 0, "e_lumo_ev": [-3.167, -2.256], "species": ["Mn", "O", "P", "O", "O", "O", "P", "O", "O", "O", "H", "H", "O", "As", "O", "O", "C", "C", "C", "C", "C", "C", "S", "O", "O", "O", "H", "H", "H", "H", "H", "C", "P", "C", "C", "O", "H", "H", "H", "H", "H", "H", "H", "H", "H", "C", "C", "C", "C", "C", "N", "C", "O", "N", "C", "C", "C", "C", "N", "C", "C", "C", "H", "H", "H", "H", "H", "H", "H", "H", "H", "H", "H", "H", "H"], "xyz": [[0.065, 0.160, 0.279], [-2.165, -2.127, -2.430], [-1.133, -2.105, -1.231], [-0.077, -3.127, -1.277], [-0.659, -0.624, -1.224], [-2.099, -2.263, 0.053], [-1.419, -2.293, 1.529], [-2.480, -1.537, 2.406], [-1.064, -3.615, 2.034], [-0.183, -1.346, 1.348], [-2.634, -2.968, -2.498], [-3.149, -0.972, 1.940], [-2.437, 2.139, 3.038], [-2.856, 1.597, 1.429], [-4.025, 0.464, 1.523], [-1.408, 0.883, 0.848], [-3.210, 3.205, 0.494], [-4.185, 4.039, 1.038], [-4.528, 5.211, 0.388], [-3.903, 5.543, -0.808], [-2.938, 4.714, -1.355], [-2.588, 3.538, -0.704], [-0.011, 3.096, -0.890], [-1.649, 2.709, -1.240], [-0.080, 3.676, 0.453], [0.509, 1.677, -0.834], [-2.818, 1.500, 3.658], [-4.667, 3.773, 1.970], [-5.280, 5.863, 0.810], [-4.172, 6.457, -1.320], [-2.449, 4.956, -2.288], [2.979, -2.351, -1.705], [2.669, -1.744, -0.058], [4.233, -1.221, 0.648], [2.076, -3.106, 0.925], [1.795, -0.483, -0.133], [3.679, -3.186, -1.666], [3.391, -1.551, -2.320], [2.024, -2.683, -2.114], [4.955, -2.037, 0.636], [4.067, -0.902, 1.678], [4.624, -0.381, 0.075], [2.858, -3.868, 0.927], [1.162, -3.515, 0.498], [1.875, -2.781, 1.944], [3.193, 7.683, -4.224], [3.181, 6.881, -2.952], [4.296, 6.162, -2.541], [4.297, 5.393, -1.387], [3.146, 5.331, -0.609], [3.043, 4.553, 0.571], [4.085, 4.163, 1.358], [5.252, 4.443, 1.180], [3.731, 3.414, 2.487], [2.652, 2.558, 2.702], [2.218, 2.296, 4.000], [1.179, 1.410, 4.202], [0.571, 0.818, 3.108], [0.996, 1.068, 1.871], [2.019, 1.895, 1.661], [2.023, 6.055, -0.997], [2.044, 6.814, -2.153], [4.195, 8.046, -4.453], [2.529, 8.544, -4.154], [2.861, 7.079, -5.072], [5.202, 6.203, -3.136], [5.183, 4.857, -1.090], [2.100, 4.403, 0.910], [4.487, 3.382, 3.153], [2.698, 2.790, 4.835], [0.821, 1.187, 5.196], [-0.262, 0.139, 3.207], [2.331, 2.020, 0.635], [1.130, 6.027, -0.385], [1.159, 7.373, -2.433]]}

Number 1: calculated total energy -2233.2064 Eh. Number 2: calculated total energy -1505.7620 Eh. Number 3: calculated total energy -278.7214 Eh. Number 4: calculated total energy -3169.8108 Eh. Number 5: calculated total energy -4549.8472 Eh. Number 6: calculated total energy -458.8158 Eh. Number 7: calculated total energy -1543.0671 Eh. Number 8: calculated total energy -6958.0444 Eh.